A gas-phase ion, C6H12O (charge +1) in a non-equilibrium geometry. Source: OMol25; level of theory: ωB97M-V/def2-TZVPD.

Computed properties:
Relative energy (zero: lowest compared OMol25 entry of this formula, charge and spin) = 18.8 kcal per mole
HOMO (spin up / spin down) = -0.56562 / -0.56659 hartree
Multiplicity = 2
Kohn-Sham gap (spin up / spin down) = 10.5 / 7.4 eV
F_max = 1.10 eV Å⁻¹
Net charge = +1
Molecular weight = 100.2 g/mol
LUMO (spin up / spin down) = -0.180 / -0.296 hartree
Calculated total energy = -8454.232 eV

XYZ file:
```
19
Properties=species:S:1:pos:R:3:forces:R:3
C 0.110 1.438 1.596 -0.0069 -0.1139 0.0198
C -1.019 1.559 0.576 0.2632 0.0146 -0.3544
C -1.692 0.220 0.282 0.9779 0.3685 0.3442
C 1.463 -1.686 -0.995 0.0681 0.4984 -0.1997
O 2.578 -1.226 -1.698 0.0070 0.0396 0.1271
C 0.468 -0.598 -0.785 -0.5611 -0.0109 -0.3827
C -0.859 -0.773 -0.389 -0.3442 -0.6010 0.1613
H -0.227 0.970 2.513 -0.1847 -0.0336 0.2523
H 0.491 2.425 1.852 0.1465 -0.0767 -0.0577
H 0.952 0.816 1.247 -0.1292 0.2598 -0.0745
H -1.754 2.287 0.902 -0.1827 -0.0632 0.1845
H -0.603 1.982 -0.340 -0.1053 0.0417 -0.1895
H -2.636 0.244 -0.262 -0.3466 0.1073 0.1467
H -1.879 -0.268 1.260 -0.4725 -0.0425 -0.1316
H 0.960 -2.502 -1.538 -0.0607 -0.1215 0.4095
H 1.788 -2.040 0.001 -0.2008 -0.1669 -0.2288
H 2.546 -1.555 -2.600 0.1241 0.0288 -0.1219
H 0.697 0.430 -1.077 0.4874 -0.1757 0.1694
H -1.384 -1.725 -0.545 0.5205 0.0471 -0.0740
```
Forces are in eV/Å.